Here is a structure of composition C57H65BrFN8O2Pb from OMol25. Energies are from ωB97M-V/def2-TZVPD.

total charge: -1
relative energy (zero: lowest compared OMol25 entry of this formula, charge and spin): 1.034 eV

```
135
Properties=species:S:1:pos:R:3:forces:R:3:lowdin_charge:R:1
Pb -0.469 0.011 0.234 -0.153 -0.345 0.504 1.4553
C -5.124 4.572 0.529 0.032 0.046 -0.018 -0.0968
C -3.991 4.944 -0.437 -0.039 -0.073 0.064 -0.2017
C -3.217 3.746 -0.892 -0.125 -0.002 -0.157 -0.1544
C -3.313 3.075 -2.079 -0.017 0.126 0.159 -0.1455
C -4.160 3.438 -3.260 0.120 0.058 -0.031 -0.1946
C -3.396 4.321 -4.256 -0.059 -0.049 0.026 -0.0864
C -2.353 1.996 -2.014 -0.102 -0.212 -0.213 -0.2664
N -1.725 2.012 -0.780 0.299 0.252 -0.143 0.0074
C -2.189 3.070 -0.117 0.059 -0.210 0.014 -0.2814
C -1.743 3.470 1.176 -0.111 0.089 0.067 -0.0312
C -0.579 3.012 1.770 0.035 -0.157 -0.062 -0.2860
C -0.169 3.375 3.152 0.000 0.093 0.047 -0.1193
C -0.981 4.236 4.072 -0.052 -0.111 -0.038 -0.1886
C -2.194 3.486 4.640 0.045 0.028 -0.015 -0.0843
C 0.981 2.755 3.430 -0.013 -0.055 -0.054 -0.0789
C 1.408 1.980 2.177 0.018 0.064 -0.034 -0.3590
C 2.586 -0.380 2.138 0.052 -0.102 -0.029 -0.1471
C 2.538 -1.319 1.006 -0.045 -0.166 -0.013 -0.2331
N 1.540 -1.331 0.073 -0.012 0.155 0.010 -0.0235
C 1.900 -2.249 -0.867 0.191 -0.081 -0.115 -0.2255
C 1.106 -2.605 -2.097 -0.286 -0.041 0.217 -0.1180
C 0.274 -1.543 -2.778 0.142 -0.048 -0.138 -0.2145
N -0.429 -0.571 -2.179 -0.119 0.241 0.052 0.0034
C -1.166 0.060 -3.171 0.086 -0.165 -0.181 -0.2686
C -2.079 1.131 -3.038 0.100 0.282 0.182 0.0294
C -0.894 -0.547 -4.418 -0.050 0.079 0.153 -0.1631
C 0.029 -1.558 -4.174 0.051 -0.027 0.009 -0.1523
C 0.600 -2.473 -5.221 -0.104 -0.012 0.067 -0.1925
C -0.368 -3.579 -5.662 0.077 0.014 -0.007 -0.0945
C -1.388 -0.087 -5.757 0.111 0.087 0.030 -0.2017
C -0.594 1.117 -6.281 -0.064 -0.051 -0.018 -0.0896
C 3.137 -2.816 -0.543 -0.040 -0.055 -0.026 -0.1447
C 3.542 -2.211 0.670 0.040 0.104 0.022 -0.1628
C 4.817 -2.417 1.436 -0.122 -0.067 0.030 -0.2023
C 4.624 -3.234 2.719 0.046 0.022 -0.066 -0.0957
C 3.949 -3.808 -1.330 -0.064 0.008 0.121 -0.1887
C 4.201 -5.133 -0.602 0.003 0.042 -0.077 -0.0874
N 0.312 2.176 1.240 0.203 0.016 -0.100 -0.0348
C 1.742 2.882 4.720 0.028 0.078 -0.036 -0.1873
C 2.508 4.208 4.855 -0.030 -0.080 0.012 -0.0809
H -5.642 5.461 0.900 0.000 -0.040 -0.001 0.0647
H -4.731 4.024 1.389 -0.019 0.015 -0.025 0.0578
H -5.857 3.933 0.030 0.020 -0.003 0.023 0.0728
H -3.318 5.650 0.057 0.011 0.008 -0.025 0.1068
H -4.412 5.463 -1.301 0.011 0.032 0.000 0.0988
H -5.053 3.968 -2.919 -0.030 -0.020 0.005 0.1017
H -4.508 2.535 -3.766 -0.028 -0.015 0.016 0.1048
H -3.056 5.236 -3.766 0.009 -0.009 -0.019 0.0737
H -4.022 4.596 -5.108 0.019 -0.009 0.019 0.0660
H -2.514 3.796 -4.628 -0.004 0.031 0.002 0.0623
H -2.315 4.230 1.693 0.021 -0.032 0.010 0.0827
H -1.321 5.122 3.529 0.007 0.027 0.039 0.1113
H -0.357 4.587 4.896 -0.004 0.015 -0.016 0.0912
H -2.889 3.227 3.841 0.006 -0.018 0.015 0.0490
H -2.723 4.097 5.376 -0.001 -0.023 -0.032 0.0677
H -1.877 2.558 5.122 -0.017 0.035 -0.003 0.0784
H 3.597 -0.023 2.339 0.012 0.054 0.008 0.1207
H 1.868 -2.871 -2.829 -0.050 -0.059 -0.110 0.1076
H -2.645 1.328 -3.945 0.008 -0.012 0.000 0.1022
H 1.526 -2.931 -4.864 0.032 0.014 0.000 0.0945
H 0.879 -1.881 -6.099 0.029 -0.025 -0.010 0.1028
H -0.645 -4.215 -4.819 0.001 -0.003 -0.012 0.0557
H 0.076 -4.212 -6.435 -0.018 0.004 0.024 0.0676
H -1.288 -3.149 -6.062 -0.006 -0.002 0.015 0.0631
H -2.447 0.181 -5.705 -0.028 -0.034 -0.028 0.0999
H -1.310 -0.902 -6.480 -0.036 -0.026 0.001 0.0922
H -0.689 1.963 -5.598 0.020 -0.015 -0.011 0.0627
H -0.946 1.426 -7.270 0.020 0.008 0.029 0.0644
H 0.467 0.870 -6.354 -0.017 0.015 0.008 0.0735
H 5.246 -1.444 1.703 0.047 -0.001 -0.010 0.0988
H 5.553 -2.912 0.797 0.026 0.035 0.001 0.0948
H 3.902 -2.740 3.375 0.011 -0.019 -0.004 0.0555
H 5.564 -3.354 3.266 -0.030 -0.001 0.011 0.0628
H 4.229 -4.225 2.485 -0.015 0.017 0.016 0.0657
H 4.918 -3.363 -1.588 -0.001 -0.005 -0.041 0.1071
H 3.447 -4.025 -2.274 0.042 0.003 -0.037 0.0857
H 4.839 -4.987 0.271 -0.027 -0.016 0.002 0.0520
H 4.689 -5.857 -1.261 -0.011 0.010 0.041 0.0696
H 3.259 -5.560 -0.258 0.012 -0.012 0.020 0.0558
H 2.429 2.045 4.844 0.023 0.015 -0.005 0.0820
H 1.030 2.811 5.548 0.013 -0.072 0.024 0.1117
H 3.134 4.392 3.983 0.030 -0.009 -0.017 0.0648
H 3.147 4.198 5.742 -0.031 0.020 -0.020 0.0710
H 1.813 5.044 4.946 0.037 -0.014 -0.029 0.0648
Br 6.689 4.334 -0.117 -0.044 -0.027 0.017 0.6927
C 5.075 3.601 0.579 0.066 0.031 -0.034 -0.6915
C 3.904 3.721 -0.145 -0.016 0.001 0.002 -0.1133
C 2.730 3.189 0.374 0.008 -0.011 0.018 0.0078
C 2.717 2.550 1.610 -0.085 -0.058 0.005 -0.1053
C 3.916 2.435 2.308 0.040 0.074 0.024 -0.0528
C 5.099 2.957 1.803 -0.045 -0.047 0.074 -0.1234
N 1.505 0.520 2.328 -0.086 0.040 0.110 0.0174
C 1.748 -0.356 3.426 -0.108 0.072 -0.093 -0.1418
C 0.668 -1.310 3.810 -0.024 -0.127 0.002 -0.2230
C 0.893 -2.244 4.822 0.036 -0.019 -0.009 -0.0262
C -0.137 -3.086 5.198 0.057 0.022 -0.018 -0.0800
C -1.366 -2.969 4.564 -0.044 -0.021 -0.008 -0.0729
C -1.501 -2.018 3.564 0.053 -0.026 -0.045 -0.1380
N -0.506 -1.213 3.194 -0.064 0.128 -0.087 0.1087
H 3.909 4.218 -1.106 -0.028 -0.020 0.017 0.0997
H 1.800 3.257 -0.176 0.025 0.016 -0.016 0.1156
H 3.948 1.938 3.270 -0.027 0.002 -0.007 0.1106
H 6.023 2.857 2.357 -0.002 0.022 -0.027 0.0990
H 2.312 -0.002 4.289 0.042 0.078 -0.019 0.1292
H 1.867 -2.302 5.294 -0.034 -0.002 -0.009 0.1078
H 0.017 -3.825 5.975 -0.010 0.009 0.002 0.1003
H -2.203 -3.601 4.837 0.025 0.021 -0.026 0.0970
H -2.437 -1.883 3.029 0.030 0.010 -0.007 0.0960
C -4.372 -1.222 -2.142 -0.025 -0.030 -0.071 -0.0292
O -4.583 -0.209 -1.158 -0.145 -0.075 0.148 -0.0392
C -4.123 -0.467 0.089 0.465 -0.036 -0.343 -0.5882
O -3.653 -1.524 0.445 -0.281 0.125 0.096 0.0402
N -4.239 0.668 0.836 -0.271 -0.046 0.058 0.0130
N -3.547 0.704 2.048 0.144 -0.153 0.065 0.0661
H -5.338 -1.482 -2.573 -0.022 -0.008 0.015 0.0883
H -3.914 -2.099 -1.693 0.006 -0.035 0.008 0.0855
H -3.715 -0.816 -2.912 -0.029 -0.027 0.054 0.0744
H -4.305 1.524 0.300 0.056 0.050 -0.101 0.1190
H -4.087 1.225 2.722 -0.086 0.071 0.044 0.0748
H -2.657 1.173 1.909 0.022 0.130 0.133 0.0306
F 1.840 -7.258 -2.352 0.017 -0.105 0.005 0.0329
C 1.155 -6.215 -1.817 0.002 0.154 -0.048 -0.2992
C 0.940 -5.117 -2.522 -0.017 0.030 0.019 0.0080
C 0.208 -3.932 -1.952 0.159 0.105 0.025 -0.1629
C -0.330 -4.189 -0.553 -0.082 0.139 -0.068 -0.2266
C -1.203 -3.357 0.015 -0.051 -0.003 -0.014 0.0553
C 0.045 -5.413 0.151 0.073 -0.040 0.118 -0.0353
C 0.725 -6.397 -0.442 0.033 -0.031 0.013 -0.0316
H 1.317 -5.052 -3.537 -0.008 -0.004 -0.016 0.1183
H -0.662 -3.748 -2.588 0.009 -0.005 -0.057 0.1354
H -1.579 -3.544 1.015 -0.019 0.061 -0.043 0.0659
H -1.596 -2.488 -0.502 0.041 -0.129 0.035 0.0168
H -0.287 -5.515 1.179 0.014 0.025 -0.024 0.1127
H 0.978 -7.321 0.062 0.004 0.026 -0.004 0.1100
```
Forces are in eV/Å.